C5H8N2 | wB97M-V/def2-TZVPD

Geometry (Å):
C: -1.79692 -0.99924 0.32324
C: -0.75717 -0.11082 -0.32923
C: -0.58239 1.30777 0.09711
N: 0.34967 0.27863 0.52456
C: 1.72138 0.43404 0.03879
C: 2.36294 -0.84621 -0.35152
N: 2.78816 -1.87198 -0.67975
H: -1.93900 -0.69841 1.36660
H: -1.50625 -2.05599 0.31137
H: -2.75868 -0.91061 -0.19401
H: -0.56917 -0.31142 -1.38887
H: -0.21581 1.98676 -0.67655
H: -1.19300 1.77297 0.87404
H: 1.82724 1.15016 -0.79654
H: 2.26899 0.87435 0.88077

For the LUMO energy, the calculation gives 0.92 eV. The value obtained for the total energy is -304.77047 hartree. Its total charge is 0.